The following is a quantum chemistry calculation of C36H45BeN2O2P2 as an isolated structure, from OMol25.

Results
HOMO (alpha / beta) = -1.73 / -1.72 eV
F_max = 3.0 eV Å⁻¹
E_tot = -2356.25377 a.u.
Lowest unoccupied orbital energy (alpha / beta) = 1.9 / 1.9 eV
Kohn-Sham gap (alpha / beta) = 3.62 / 3.62 eV
Total charge = -1

Last column: Mulliken charge in e.
Cartesian coordinates (Å):
Be 0.499 -0.101 -1.038  -2.87
C 1.176 -0.117 -4.165  -0.88
C 2.333 0.745 -3.601  0.51
C 2.247 2.230 -3.850  -1.73
C 2.852 0.319 -2.232  0.49
C 4.254 0.794 -1.968  -0.49
O 4.262 1.286 -0.581  -0.53
C 2.970 1.182 -0.138  0.86
N 2.103 0.652 -0.976  0.69
C 2.853 1.787 1.161  -0.08
C 3.968 2.572 1.520  -1.07
C 3.967 3.289 2.695  -0.75
C 2.940 3.064 3.594  -0.72
C 1.865 2.171 3.289  -0.76
C 1.732 1.593 2.037  0.58
P 0.176 0.639 1.800  1.14
C 0.153 -0.678 3.061  0.84
C -0.526 -0.563 4.316  -0.40
C -0.433 -1.574 5.277  -0.67
C 0.458 -2.637 5.084  -0.46
C 1.098 -2.782 3.854  -0.49
C 0.998 -1.797 2.887  -0.64
C -1.281 1.719 2.251  0.27
C -1.244 3.129 2.408  -0.62
C -2.428 3.839 2.611  -0.53
C -3.672 3.209 2.752  -0.56
C -3.713 1.819 2.677  -0.69
C -2.543 1.092 2.422  -0.33
H 1.328 -0.302 -5.239  0.53
H 0.214 0.360 -4.040  0.01
H 1.122 -1.077 -3.657  -0.09
H 3.181 0.384 -4.226  0.63
H 2.188 2.777 -2.904  0.29
H 1.355 2.470 -4.422  0.41
H 3.155 2.616 -4.383  0.32
H 2.912 -0.775 -2.349  -0.62
H 4.637 1.656 -2.534  0.31
H 5.005 -0.029 -2.081  0.23
H 4.793 2.653 0.821  0.47
H 4.777 3.978 2.939  0.38
H 2.958 3.527 4.581  0.39
H 1.146 1.931 4.065  0.42
H -1.093 0.323 4.535  0.43
H -1.056 -1.557 6.173  0.38
H 0.620 -3.355 5.904  0.33
H 1.696 -3.680 3.672  0.42
H 1.634 -1.886 2.002  0.15
H -0.289 3.656 2.286  0.28
H -2.373 4.922 2.556  0.34
H -4.569 3.817 2.907  0.35
H -4.664 1.289 2.850  0.37
H -2.581 0.001 2.423  0.34
C -4.610 0.515 -0.886  -1.47
P -3.064 0.459 -1.868  1.69
C -3.127 -1.085 -2.822  -1.33
C -3.244 1.781 -3.100  -1.37
H -5.495 0.256 -1.506  0.44
H -4.726 1.529 -0.514  0.31
H -4.540 -0.150 -0.027  0.28
H -4.081 -1.046 -3.388  0.49
H -3.112 -1.974 -2.179  0.20
H -2.297 -1.155 -3.522  0.17
H -4.237 1.646 -3.583  0.46
H -2.465 1.746 -3.858  0.22
H -3.226 2.785 -2.603  0.33
C -0.637 2.191 -1.291  -0.61
O -0.444 0.857 -1.700  0.53
H -1.736 2.365 -1.138  0.15
H -0.299 2.869 -2.104  0.05
H -0.134 2.468 -0.373  0.04
C 2.141 -3.316 -2.139  -0.99
C 0.940 -3.811 -1.379  1.20
C 0.708 -5.145 -1.281  -0.38
C -0.365 -5.627 -0.524  -1.04
C -1.276 -4.713 0.049  -0.71
C -1.114 -3.364 -0.009  0.39
C -2.096 -2.415 0.659  -0.21
C 0.004 -2.873 -0.786  0.14
N 0.184 -1.630 -1.080  1.32
H 2.808 -4.173 -2.280  0.42
H 2.653 -2.525 -1.572  -0.03
H 1.945 -2.879 -3.140  0.13
H 1.375 -5.826 -1.810  0.31
H -0.485 -6.689 -0.328  0.31
H -2.103 -5.141 0.610  0.37
H -2.000 -2.406 1.760  0.37
H -3.134 -2.722 0.392  0.46
H -1.872 -1.386 0.295  -0.83

***

The following is a quantum chemistry calculation of C36H45EuN5O2 as an isolated structure, from OMol25.

Results
HOMO (alpha / beta) = -4.63 / -6.69 eV
F_max = 1.9 eV Å⁻¹
E_tot = -2533.30054 a.u.
Spin multiplicity = 8
Lowest unoccupied orbital energy (alpha / beta) = -0.5 / -0.5 eV
Kohn-Sham gap (alpha / beta) = 4.15 / 6.23 eV

Last column: Mulliken charge in e.
Cartesian coordinates (Å):
Eu 0.174 -0.074 -0.445  0.93
C -4.701 1.842 2.801  -0.62
C -5.150 1.922 1.490  -0.60
C -4.435 1.321 0.478  -0.18
C -3.268 0.598 0.763  -0.32
C -2.883 0.434 2.098  -0.16
C -3.591 1.070 3.103  -0.68
N -2.476 0.043 -0.251  0.90
N -3.056 0.104 -1.399  -0.72
C -2.421 -0.295 -2.532  0.02
C -3.287 -0.480 -3.630  -0.67
C -2.778 -0.804 -4.863  -0.48
C -1.403 -0.939 -5.015  -0.59
C -0.555 -0.750 -3.928  -0.48
C -0.998 -0.383 -2.652  0.26
H -5.224 2.367 3.586  0.36
H -6.052 2.469 1.261  0.40
H -4.759 1.387 -0.550  0.43
H -2.060 -0.227 2.336  0.45
H -3.283 0.961 4.132  0.40
H -4.350 -0.411 -3.460  0.40
H -3.434 -0.951 -5.707  0.36
H -0.988 -1.182 -5.984  0.38
H 0.513 -0.845 -4.107  0.38
C -2.578 -6.379 2.911  -1.61
C -1.182 -6.312 2.271  2.02
C -0.157 -6.880 3.255  -2.13
C -1.161 -7.173 0.997  -1.58
C -0.890 -4.877 1.882  0.45
C -1.713 -4.238 0.952  -1.01
C -1.417 -2.952 0.550  -0.63
N -0.389 -2.243 1.012  0.35
C 0.399 -2.824 1.936  -0.12
C 0.173 -4.132 2.378  -0.42
C 1.548 -2.015 2.395  -0.34
C 2.547 -2.526 3.229  -0.37
C 3.669 -1.770 3.556  0.04
C 3.746 -0.504 2.970  -0.72
C 2.702 -0.047 2.192  -0.83
N 1.612 -0.760 1.914  0.46
C 4.753 -2.229 4.516  2.01
C 4.521 -3.648 5.041  -2.16
C 6.127 -2.191 3.828  -1.64
C 4.762 -1.261 5.712  -1.61
H -2.801 -7.405 3.195  0.46
H -3.348 -6.045 2.220  0.32
H -2.620 -5.758 3.803  0.37
H -0.410 -7.915 3.475  0.43
H -0.160 -6.329 4.192  0.41
H 0.843 -6.865 2.826  0.43
H -1.382 -8.207 1.252  0.45
H -0.179 -7.135 0.529  0.39
H -1.899 -6.838 0.274  0.34
H -2.573 -4.736 0.534  0.47
H -2.039 -2.460 -0.190  0.31
H 0.829 -4.573 3.109  0.54
H 2.451 -3.521 3.623  0.55
H 4.606 0.128 3.120  0.46
H 2.741 0.951 1.764  0.46
H 4.523 -4.372 4.229  0.44
H 3.586 -3.718 5.592  0.41
H 5.328 -3.909 5.722  0.44
H 6.143 -2.851 2.963  0.40
H 6.886 -2.529 4.530  0.47
H 6.393 -1.188 3.505  0.30
H 3.801 -1.274 6.221  0.37
H 4.974 -0.242 5.397  0.37
H 5.530 -1.563 6.420  0.45
O 0.121 1.797 2.687  -0.25
C -0.188 1.083 1.865  0.32
C 2.485 -0.829 -1.222  -1.48
H 2.839 -0.324 -2.131  0.37
H 2.516 -1.904 -1.453  0.27
H 3.269 -0.670 -0.470  0.33
C -2.260 3.244 -1.373  -0.55
N -1.106 4.120 -1.413  0.19
C -1.279 5.452 -1.951  -1.05
C 0.052 3.621 -0.980  0.48
C 1.286 4.480 -0.993  -1.25
O 0.116 2.450 -0.551  -0.37
H -3.169 3.807 -1.559  0.39
H -2.325 2.789 -0.384  0.01
H -2.166 2.450 -2.119  0.21
H -2.321 5.570 -2.235  0.32
H -0.668 5.609 -2.842  0.36
H -1.041 6.215 -1.207  0.37
H 1.122 5.486 -1.362  0.41
H 2.035 3.986 -1.612  0.29
H 1.678 4.529 0.023  0.28

***

The following is a quantum chemistry calculation of C36H45FHfN9O3Se as an isolated structure, from OMol25.

Results
HOMO = -13.20 eV
F_max = 8.1 eV Å⁻¹
E_tot = -4665.50417 a.u.
Lowest unoccupied orbital energy = -7.0 eV
Kohn-Sham gap = 6.18 eV
Total charge = +3

Last column: Mulliken charge in e.
Cartesian coordinates (Å):
Hf 1.111 0.992 1.518  2.86
C 2.669 3.710 3.065  -0.97
C 2.096 2.914 4.224  -0.63
N 1.188 1.939 3.579  -0.09
C 1.240 0.642 4.264  -1.15
C 2.375 -0.260 3.843  1.81
C 2.985 -1.097 4.782  -1.35
C 3.875 -2.079 4.347  -0.38
C 4.096 -2.239 2.987  -1.18
C 3.447 -1.366 2.134  0.49
C 3.451 -1.433 0.656  -1.17
N 2.662 -0.264 0.361  -0.11
C 3.507 1.018 0.368  -0.80
C 3.719 1.979 1.618  -0.93
N 2.513 2.748 2.011  -0.39
N 2.639 -0.339 2.518  0.70
H 3.697 4.045 3.236  0.37
H 2.041 4.583 2.861  0.41
H 1.559 3.550 4.934  0.39
H 2.915 2.415 4.758  0.28
H 0.099 2.287 3.777  -0.38
H 0.316 0.101 4.025  0.19
H 1.232 0.787 5.352  0.57
H 2.747 -1.010 5.837  0.54
H 4.350 -2.742 5.063  0.48
H 4.733 -3.029 2.607  0.53
H 2.930 -2.336 0.324  0.48
H 4.458 -1.420 0.228  0.46
H 2.169 -0.142 -0.812  0.02
H 3.057 1.650 -0.410  0.25
H 4.501 0.775 -0.031  0.71
H 4.470 2.714 1.297  0.77
H 4.174 1.458 2.464  0.35
H 2.130 3.379 0.600  0.43
F -0.506 -3.958 -2.820  -0.38
C -0.205 -2.723 -3.253  0.73
C 0.057 -1.759 -2.282  -1.05
C 0.318 -0.447 -2.673  0.68
C 0.644 0.573 -1.639  0.99
O 0.685 0.289 -0.446  -1.54
C 0.939 1.928 -2.128  0.49
C 0.857 2.183 -3.438  -0.63
N 0.499 1.271 -4.409  0.29
C 0.444 1.734 -5.806  -0.33
C -0.280 3.000 -6.201  -0.88
C -0.831 1.673 -6.614  -0.41
C 0.295 -0.086 -4.034  -0.81
C 0.070 -1.098 -4.986  -0.49
C -0.200 -2.435 -4.635  -0.01
N -0.393 -3.387 -5.648  0.03
C -1.303 -3.040 -6.761  -0.66
C -2.720 -3.584 -6.491  -0.78
N -2.669 -5.066 -6.191  -0.13
C -1.732 -5.392 -5.042  -0.58
C -0.328 -4.827 -5.337  -0.93
C 1.324 2.974 -1.111  -0.22
O 1.556 4.133 -1.561  -0.68
O 1.358 2.541 0.070  -0.99
H 0.060 -2.028 -1.229  0.68
H 1.080 3.184 -3.802  0.71
H 1.380 1.541 -6.327  0.42
H 0.184 3.628 -6.953  0.27
H -0.810 3.553 -5.433  0.33
H -0.758 1.403 -7.659  0.29
H -1.738 1.344 -6.120  0.23
H 0.163 -0.834 -6.034  0.93
H -0.910 -3.501 -7.677  0.34
H -1.367 -1.967 -6.964  0.38
H -3.366 -3.463 -7.366  0.45
H -3.183 -3.103 -5.623  0.33
H -2.359 -5.572 -7.030  0.39
H -3.612 -5.402 -5.963  0.35
H -1.715 -6.481 -4.955  0.36
H -2.187 -4.958 -4.148  0.40
H 0.072 -5.340 -6.222  0.41
H 0.379 -5.057 -4.533  0.47
C -2.084 3.213 5.576  -0.77
N -2.748 1.952 5.244  0.49
C -2.392 1.016 4.322  -0.29
Se -0.995 1.115 3.278  -0.41
N -3.255 -0.029 4.295  0.09
C -4.176 0.265 5.228  0.33
C -5.291 -0.478 5.608  -0.82
C -6.112 0.052 6.622  -0.52
C -5.799 1.295 7.222  -0.71
C -4.664 2.020 6.814  -0.68
C -3.872 1.467 5.806  0.71
H -1.176 3.368 4.959  0.21
H -1.786 3.206 6.646  0.37
H -2.780 4.059 5.396  0.38
H -3.216 -0.876 3.685  0.32
H -5.520 -1.427 5.141  0.39
H -6.988 -0.495 6.945  0.42
H -6.438 1.691 8.000  0.42
H -4.419 2.971 7.268  0.43
H -0.635 0.239 1.035  -0.38

***

The following is a quantum chemistry calculation of C36H45IrN2O7SSi as an isolated structure, from OMol25.

Results
HOMO = -6.59 eV
F_max = 2.6 eV Å⁻¹
E_tot = -2826.99326 a.u.
Lowest unoccupied orbital energy = 0.2 eV
Kohn-Sham gap = 6.82 eV

Last column: Mulliken charge in e.
Cartesian coordinates (Å):
Ir -0.357 -0.231 0.206  2.98
C 3.188 -0.058 3.514  -1.25
Si 1.409 0.401 3.067  0.69
C 1.027 2.100 3.790  -1.29
C 0.313 -0.807 4.010  -0.96
N 1.227 0.385 1.327  0.61
C 2.330 0.702 0.556  0.39
C 3.302 1.634 0.971  -0.27
C 4.470 1.873 0.271  -1.02
C 4.732 1.191 -0.907  -0.91
C 3.778 0.305 -1.383  -0.71
C 2.601 0.096 -0.688  0.34
O 1.636 -0.797 -1.242  -0.04
C 1.556 -0.744 -2.631  0.40
C 1.764 -1.921 -3.328  -1.24
C 1.690 -1.919 -4.716  -0.42
C 1.423 -0.741 -5.394  -0.79
C 1.232 0.437 -4.679  -0.84
C 1.301 0.445 -3.295  0.01
H 3.181 -0.777 4.337  0.48
H 3.772 0.805 3.838  0.32
H 3.717 -0.512 2.674  0.30
H 1.387 2.163 4.821  0.42
H -0.052 2.278 3.807  0.28
H 1.485 2.914 3.225  0.36
H 0.064 -0.355 4.975  0.47
H 0.852 -1.737 4.207  0.41
H -0.614 -1.069 3.509  -0.08
H 3.114 2.187 1.882  0.33
H 5.178 2.598 0.651  0.41
H 5.649 1.351 -1.458  0.42
H 3.944 -0.219 -2.315  0.50
H 1.975 -2.834 -2.785  0.52
H 1.836 -2.843 -5.260  0.45
H 1.366 -0.736 -6.474  0.43
H 1.037 1.362 -5.208  0.41
H 1.160 1.346 -2.718  1.04
C -3.571 -0.852 1.564  -1.34
C -3.128 0.587 1.330  1.97
C -3.833 1.516 2.322  -2.01
C -1.619 0.766 1.466  -1.16
H -4.647 -0.960 1.403  0.50
H -3.352 -1.147 2.596  0.25
H -3.057 -1.551 0.910  0.01
H -3.440 0.881 0.327  -0.54
H -3.589 1.229 3.348  0.39
H -4.919 1.465 2.209  0.47
H -3.526 2.556 2.184  0.38
H -1.374 0.498 2.498  0.20
H -1.344 1.819 1.329  0.54
C -0.558 -4.175 1.935  -1.70
C -0.051 -3.037 1.112  0.65
N 0.855 -3.292 0.164  -0.09
O -0.432 -1.886 1.387  -0.87
H 0.223 -4.912 2.119  0.47
H -1.376 -4.635 1.379  0.32
H -0.942 -3.790 2.876  0.24
H 0.953 -4.239 -0.157  0.30
H 1.114 -2.546 -0.472  -0.14
C -0.586 3.493 -2.694  -0.98
S -1.476 2.587 -1.433  0.28
O -0.422 1.560 -0.998  -0.64
C -2.752 1.992 -2.518  0.68
C -2.475 1.111 -3.544  0.24
C -3.518 0.588 -4.311  -0.82
C -4.823 1.018 -4.018  -0.56
C -5.086 1.919 -3.007  -0.56
C -4.043 2.419 -2.240  -0.54
H -0.189 2.784 -3.417  0.12
H 0.214 4.048 -2.209  0.46
H -1.292 4.172 -3.168  0.45
H -1.452 0.813 -3.740  0.00
H -3.305 0.458 -5.366  0.39
H -5.643 0.616 -4.600  0.43
H -6.104 2.225 -2.801  0.41
H -4.231 3.106 -1.424  0.41
O -2.061 -3.289 -0.207  -0.66
C -2.046 -2.510 -1.157  0.02
O -1.607 -1.306 -1.152  -0.49
C -2.477 -3.130 -2.500  -0.21
C -3.466 -4.123 -2.427  -0.93
C -3.422 -5.302 -3.161  -1.10
C -2.324 -5.486 -3.971  0.74
O -2.034 -6.547 -4.784  -0.49
C -0.807 -6.217 -5.435  -0.29
O -0.323 -4.997 -4.884  -0.49
C -1.309 -4.553 -4.030  0.91
C -1.351 -3.388 -3.314  -0.42
H -4.302 -3.955 -1.760  0.45
H -4.202 -6.048 -3.094  0.43
H -0.994 -6.089 -6.506  0.26
H -0.081 -7.012 -5.259  0.25
H -0.560 -2.654 -3.386  0.24

***

The following is a quantum chemistry calculation of C36H45N3O2P2RhS2Se2 as an isolated structure, from OMol25.

Results
HOMO (alpha / beta) = -9.49 / -9.49 eV
F_max = 1.2 eV Å⁻¹
E_tot = -8105.94154 a.u.
Lowest unoccupied orbital energy (alpha / beta) = -3.3 / -3.3 eV
Kohn-Sham gap (alpha / beta) = 6.19 / 6.19 eV
Total charge = +1

Last column: Mulliken charge in e.
Cartesian coordinates (Å):
Rh -0.170 -0.009 -0.071  -0.52
O -2.990 -0.471 2.715  -0.32
C -4.161 0.219 2.299  -1.37
C -4.207 0.523 0.798  2.65
C -5.654 0.985 0.530  -1.43
O -6.647 0.004 0.791  -0.53
C -3.333 1.674 0.292  -1.63
Se -1.506 1.801 0.907  -0.44
C -3.921 -0.697 -0.058  -1.95
Se -2.088 -1.369 -0.288  0.07
H -3.108 -0.691 3.643  0.28
H -4.278 1.169 2.837  0.39
H -5.034 -0.402 2.509  0.57
H -5.728 1.343 -0.502  0.45
H -5.872 1.828 1.186  0.49
H -6.697 -0.598 0.044  0.34
H -3.762 2.640 0.566  0.52
H -3.283 1.630 -0.796  0.36
H -4.242 -0.491 -1.079  0.61
H -4.463 -1.568 0.306  0.52
C 5.777 -3.354 -3.200  -0.56
S 6.479 -2.246 -1.962  -0.10
C 5.897 -3.045 -0.436  -1.20
C 4.713 -2.337 0.221  -0.26
C 3.515 -2.290 -0.708  -0.15
N 2.301 -1.666 -0.145  0.79
P 2.026 -0.127 0.511  0.71
C 2.196 -0.233 2.313  0.58
C 3.387 -0.648 2.921  -0.06
C 3.476 -0.741 4.299  -0.95
C 2.379 -0.416 5.093  -0.72
C 1.196 -0.004 4.503  -0.72
C 1.102 0.085 3.116  -0.71
C 3.409 0.878 -0.069  1.41
C 4.100 1.723 0.801  -0.70
C 5.112 2.544 0.322  -0.80
C 5.437 2.526 -1.030  -0.68
C 4.749 1.694 -1.903  -1.05
C 3.727 0.883 -1.429  -0.46
P 0.724 -2.096 -0.659  0.07
C 0.805 -2.461 -2.439  1.06
C 1.380 -3.664 -2.868  -0.39
C 1.545 -3.930 -4.217  -0.89
C 1.130 -2.997 -5.161  -0.54
C 0.532 -1.814 -4.750  -1.00
C 0.361 -1.551 -3.396  -0.44
C 0.424 -3.683 0.128  1.17
C -0.548 -4.556 -0.367  -0.24
C -0.803 -5.749 0.294  -0.83
C -0.101 -6.066 1.450  -0.57
C 0.848 -5.189 1.958  -0.85
C 1.104 -3.991 1.306  -0.53
H 6.096 -2.984 -4.175  0.38
H 4.684 -3.356 -3.174  -0.01
H 6.154 -4.368 -3.075  0.29
H 6.744 -3.073 0.248  0.50
H 5.638 -4.079 -0.673  0.45
H 5.022 -1.326 0.498  0.20
H 4.438 -2.871 1.137  0.24
H 3.240 -3.314 -0.968  0.64
H 3.791 -1.791 -1.637  -0.04
H 4.254 -0.890 2.319  0.46
H 4.403 -1.064 4.759  0.46
H 2.454 -0.485 6.172  0.39
H 0.337 0.242 5.115  0.47
H 0.162 0.382 2.668  0.14
H 3.859 1.732 1.856  0.55
H 5.653 3.188 1.005  0.43
H 6.237 3.157 -1.401  0.43
H 5.011 1.669 -2.953  0.53
H 3.177 0.258 -2.122  0.47
H 1.690 -4.407 -2.142  0.34
H 1.987 -4.867 -4.532  0.48
H 1.254 -3.204 -6.217  0.42
H 0.182 -1.098 -5.483  0.48
H -0.158 -0.658 -3.088  0.26
H -1.098 -4.309 -1.267  0.50
H -1.551 -6.429 -0.093  0.46
H -0.298 -7.001 1.960  0.41
H 1.383 -5.430 2.867  0.47
H 1.831 -3.295 1.711  0.23
S 0.437 1.488 -1.670  -0.51
C 1.055 2.929 -0.990  0.18
N 1.172 3.253 0.292  0.56
C 1.650 4.625 0.471  -0.66
C 2.166 4.972 -0.938  -0.42
N 1.545 3.918 -1.747  -0.02
H 0.646 2.750 0.987  -0.20
H 2.437 4.664 1.220  0.36
H 0.830 5.275 0.777  0.36
H 3.252 4.916 -0.998  0.26
H 1.840 5.955 -1.265  0.34
H 1.703 3.792 -2.732  0.27

***

Energy relative to the best compared isomer or geometry (same formula, charge and spin), record by record: 29.65, 14.37, 168.00, 39.94, 31.98 kcal per mole